Entry 1:
Molecular formula: C6H12O
Method: DFT, wB97M-V/def2-TZVPD

* largest force on an atom: 0.4 eV/A
* molar mass: 100.16 g/mol
* net charge: 0
* HOMO level: -0.3576 hartree
* SMILES: CC(C)[C@H]1C[C@H]1O
* E_tot: -311.0184 Ha
* orbital gap: 10.70 eV

Element x y z (Å)
C: 1.504 1.172 0.131
C: 0.685 -0.122 0.163
C: 1.483 -1.307 -0.384
C: -0.626 0.086 -0.570
C: -1.790 -0.844 -0.334
C: -1.831 0.546 0.210
O: -1.742 0.665 1.600
H: 0.915 2.020 0.504
H: 2.408 1.093 0.745
H: 1.813 1.416 -0.893
H: 0.432 -0.342 1.207
H: 2.394 -1.466 0.206
H: 1.784 -1.143 -1.427
H: 0.892 -2.228 -0.345
H: -0.529 0.497 -1.577
H: -2.445 -1.096 -1.163
H: -1.648 -1.636 0.397
H: -2.511 1.257 -0.261
H: -1.188 1.433 1.792


Entry 2:
Molecular formula: C6H12O
Method: DFT, wB97M-V/def2-TZVPD

* largest force on an atom: 0.9 eV/A
* molar mass: 100.16 g/mol
* net charge: 0
* HOMO level: -0.3540 hartree
* SMILES: CCOCC1CC1
* E_tot: -310.9422 Ha
* orbital gap: 10.76 eV

Element x y z (Å)
C: 3.204 -0.335 0.156
C: 2.008 0.254 -0.596
O: 1.018 0.965 0.188
C: -0.160 0.020 0.061
C: -1.629 -0.127 0.534
C: -2.587 -0.547 -0.596
C: -2.780 0.742 0.130
H: 3.601 -1.173 -0.436
H: 4.027 0.364 0.326
H: 2.882 -0.742 1.119
H: 1.494 -0.614 -1.010
H: 2.340 0.827 -1.475
H: -0.254 0.052 -1.018
H: 0.307 -0.864 0.482
H: -1.781 -0.735 1.429
H: -2.227 -0.510 -1.625
H: -3.302 -1.355 -0.429
H: -2.530 1.657 -0.392
H: -3.622 0.811 0.814


Entry 3:
Molecular formula: C6H12O
Method: DFT, wB97M-V/def2-TZVPD

* largest force on an atom: 0.6 eV/A
* molar mass: 100.16 g/mol
* net charge: 0
* HOMO level: -0.3669 hartree
* SMILES: CC1CC1.CC=O
* E_tot: -310.9959 Ha
* orbital gap: 11.02 eV

Element x y z (Å)
C: 0.220 0.289 0.141
C: 0.566 1.690 0.624
C: -0.431 2.809 0.519
C: 0.771 2.792 -0.380
H: -0.866 0.144 0.043
H: 0.669 0.078 -0.837
H: 0.596 -0.472 0.838
H: 1.223 1.727 1.491
H: -1.398 2.575 0.078
H: -0.477 3.548 1.316
H: 0.615 2.540 -1.428
H: 1.566 3.515 -0.206
C: -0.418 -3.343 0.256
C: -0.470 -2.596 -1.050
O: 0.508 -2.224 -1.653
H: -1.306 -3.159 0.864
H: -0.367 -4.415 0.039
H: 0.486 -3.073 0.807
H: -1.487 -2.426 -1.462


Entry 4:
Molecular formula: C6H12O
Method: DFT, wB97M-V/def2-TZVPD

* largest force on an atom: 0.4 eV/A
* molar mass: 100.16 g/mol
* net charge: 0
* HOMO level: -0.3047 hartree
* E_tot: -310.9189 Ha
* orbital gap: 8.72 eV

Element x y z (Å)
C: -1.193 -2.071 0.561
C: -1.330 -0.661 0.016
O: -2.631 -0.221 0.370
C: -0.279 0.304 0.575
C: 1.167 -0.085 0.151
C: 1.844 1.222 0.309
C: 1.902 1.954 -0.978
H: -0.235 -2.518 0.277
H: -2.000 -2.697 0.170
H: -1.268 -2.058 1.654
H: -1.225 -0.688 -1.083
H: -2.761 0.658 -0.007
H: -0.355 0.339 1.666
H: 1.138 -0.494 -0.877
H: 1.539 -0.851 0.840
H: -0.526 1.314 0.209
H: 1.268 1.596 -1.808
H: 2.952 1.768 -1.272
H: 1.825 3.041 -0.865


Entry 5:
Molecular formula: C6H12O
Method: DFT, wB97M-V/def2-TZVPD

* largest force on an atom: 0.3 eV/A
* molar mass: 100.16 g/mol
* net charge: 0
* HOMO level: -0.3448 hartree
* SMILES: CC[C@@]1(C)C[C@H]1O
* E_tot: -311.0181 Ha
* orbital gap: 10.32 eV

Element x y z (Å)
C: 1.984 0.549 -0.419
C: 1.082 -0.223 0.549
C: -0.359 -0.391 0.087
C: -0.649 -1.440 -0.973
C: -1.460 -0.223 1.112
C: -1.226 0.846 0.098
O: -0.725 2.043 0.624
H: 1.608 1.566 -0.577
H: 2.067 0.067 -1.399
H: 2.995 0.644 -0.006
H: 1.078 0.310 1.506
H: 1.518 -1.212 0.743
H: -0.166 -1.239 -1.936
H: -0.325 -2.430 -0.629
H: -1.729 -1.506 -1.153
H: -1.180 0.026 2.132
H: -2.347 -0.843 1.018
H: -1.949 0.971 -0.711
H: -0.217 2.486 -0.067


Entry 6:
Molecular formula: C6H12O
Method: DFT, wB97M-V/def2-TZVPD

* largest force on an atom: 0.3 eV/A
* molar mass: 100.16 g/mol
* net charge: 0
* HOMO level: -0.3454 hartree
* SMILES: CC[C@@]1(C)C[C@H]1O
* E_tot: -311.0188 Ha
* orbital gap: 10.30 eV

Element x y z (Å)
C: -0.620 -0.590 1.927
C: 0.437 0.157 1.116
C: 0.095 0.389 -0.348
C: -1.182 1.153 -0.626
C: 1.307 0.553 -1.243
C: 0.474 -0.683 -1.335
O: 1.019 -1.897 -0.908
H: -0.820 -1.580 1.501
H: -1.569 -0.045 1.974
H: -0.273 -0.736 2.956
H: 1.377 -0.404 1.165
H: 0.632 1.133 1.583
H: -2.039 0.640 -0.172
H: -1.150 2.173 -0.225
H: -1.379 1.221 -1.702
H: 2.271 0.462 -0.749
H: 1.295 1.248 -2.080
H: -0.149 -0.760 -2.230
H: 0.275 -2.435 -0.605


What did we get for energy above the lowest of the compared OMol25 structures with the same formula, charge and spin? Answer: 107.2, 307.4, 166.3, 368.4, 108.1, 106.2 kJ/mol, in the order shown.